Record 1
118
Properties=species:S:1:pos:R:3:forces:R:3 method="wB97M-V/def2-TZVPD" e_above_lowest_ev=0.678 total_energy_ev=-257328.0063 orbital_gap_ev=4.7 lumo_ev=-1.869 e_homo_ev=-6.613
Pb -0.573590 1.723162 -0.528677 0.47 -0.59 -0.61
C -1.704804 -1.559791 3.828511 0.06 -0.03 -0.12
Sb -1.928563 -0.065367 2.265795 -0.24 0.22 0.23
C -2.579681 1.406010 3.711509 0.04 -0.06 -0.04
C -3.913866 -0.796493 1.673268 0.11 0.04 0.01
C -5.002167 0.171019 1.996596 0.00 0.02 -0.02
C -5.518256 0.190306 3.295820 0.04 0.01 0.01
C -6.452975 1.122573 3.705310 -0.01 0.00 -0.01
C -6.904504 2.077070 2.802744 0.02 -0.02 0.02
C -6.437976 2.043841 1.501761 -0.01 0.00 -0.01
C -5.507613 1.095681 1.068609 -0.06 0.00 -0.08
C -5.181453 1.048772 -0.390576 0.02 0.06 0.02
Sb -3.906364 2.537390 -1.300291 -0.09 0.42 0.22
C -5.169963 4.247774 -1.258533 0.00 -0.06 -0.03
C -4.358367 1.803601 -3.236361 0.16 -0.14 0.02
H -2.655293 -1.651370 4.354403 0.00 -0.02 0.02
H -0.939513 -1.241412 4.538275 0.01 -0.01 0.00
H -1.424081 -2.526882 3.410261 0.00 -0.01 0.00
H -2.951527 0.928486 4.618190 -0.02 0.01 0.01
H -3.356822 2.031537 3.277506 0.00 0.00 0.00
H -1.726085 2.041031 3.954282 0.01 -0.02 0.01
H -4.042426 -1.734473 2.214313 -0.04 0.00 0.01
H -3.828404 -1.014291 0.612347 0.00 -0.03 0.00
H -5.151679 -0.545327 4.004125 0.00 0.00 0.01
H -6.825133 1.107011 4.721913 0.00 0.01 0.01
H -7.625322 2.825595 3.105222 -0.01 0.00 0.00
H -6.816455 2.762067 0.781939 -0.01 -0.01 0.00
H -6.101244 1.185063 -0.968139 0.00 -0.04 -0.03
H -4.719538 0.116223 -0.703642 -0.02 -0.02 0.02
H -6.115899 4.062377 -1.767926 0.01 -0.01 -0.02
H -4.642011 5.067701 -1.736799 0.00 0.06 -0.03
H -5.333503 4.495788 -0.211253 -0.03 0.00 -0.01
H -5.389951 2.096245 -3.435295 -0.01 -0.02 0.02
H -4.253815 0.723995 -3.210578 0.02 -0.02 -0.01
H -3.692427 2.226897 -3.974407 -0.03 -0.02 -0.05
F 1.731145 -2.656469 4.533116 0.02 0.01 0.00
C 2.564977 -2.086923 3.628691 0.02 0.04 0.02
C 2.121574 -1.037372 2.875223 -0.08 -0.02 0.03
C 2.964966 -0.408399 1.967430 0.05 0.01 -0.01
C 2.388194 0.714144 1.176621 -0.11 -0.12 -0.06
O 1.257936 1.095158 1.457544 0.05 0.23 0.06
C 3.246000 1.199634 0.124484 0.08 0.04 0.04
C 4.513130 0.732654 0.070301 -0.05 -0.06 -0.04
N 5.084260 -0.225630 0.867905 0.02 0.04 -0.01
C 6.500750 -0.441795 0.644034 -0.04 -0.02 0.05
C 7.495368 -0.799750 1.701374 0.02 0.02 0.00
C 7.186867 -1.770649 0.575739 0.03 0.00 -0.04
C 4.285442 -0.858475 1.808406 0.01 0.03 0.00
C 4.703035 -1.955285 2.573287 0.00 -0.07 -0.02
C 3.861590 -2.572451 3.483688 -0.03 -0.02 -0.05
N 4.368111 -3.702070 4.196149 0.04 0.04 0.08
C 5.507445 -3.492113 5.076462 -0.07 -0.02 0.04
C 6.430383 -4.714438 4.925939 0.03 0.03 0.02
N 5.571946 -5.837579 4.412503 -0.04 0.07 -0.04
C 4.286872 -5.904277 5.183912 -0.04 0.01 0.00
C 3.450406 -4.669940 4.782338 0.05 -0.01 -0.06
C 2.882724 2.233085 -0.959775 -0.03 0.10 0.02
O 3.796352 2.527964 -1.736077 0.02 -0.02 -0.04
O 1.697322 2.657729 -0.978049 0.16 0.07 0.29
H 1.105470 -0.673759 2.971079 0.00 0.01 -0.01
H 5.142470 1.159012 -0.701407 0.01 0.00 0.01
H 6.848325 0.280148 -0.078210 0.00 0.00 0.01
H 7.138182 -1.010801 2.698175 -0.01 -0.03 -0.02
H 8.442760 -0.280405 1.677264 0.00 0.01 0.00
H 6.620844 -2.666860 0.778256 -0.01 0.00 0.03
H 7.927866 -1.890911 -0.201894 -0.01 0.00 0.00
H 5.680845 -2.388313 2.446823 0.00 0.00 -0.01
H 5.185296 -3.383677 6.120136 0.02 0.02 0.01
H 6.041354 -2.586598 4.803639 0.00 0.00 -0.03
H 6.872603 -5.028937 5.869028 0.00 -0.04 -0.01
H 7.217046 -4.554191 4.190619 -0.01 0.01 0.00
H 6.070037 -6.725218 4.400304 0.00 0.01 0.03
H 5.315846 -5.570676 3.455712 0.03 -0.07 0.00
H 4.553817 -5.899978 6.238751 0.02 -0.02 0.00
H 3.784063 -6.839204 4.950196 0.01 0.00 -0.01
H 2.931895 -4.297155 5.669104 0.00 -0.02 0.00
H 2.700125 -4.940840 4.042128 -0.01 0.01 0.00
Se -2.456600 3.385603 0.571287 -0.45 -0.08 0.11
Br -3.122617 -5.215954 -5.811078 0.00 0.00 0.01
C -2.732862 -3.996461 -4.405916 0.00 -0.01 -0.02
C -3.631411 -2.983801 -4.119153 0.02 0.02 0.01
C -3.323011 -2.086383 -3.105551 -0.02 -0.01 -0.02
C -2.146396 -2.203457 -2.381020 -0.04 0.05 -0.02
C -1.274201 -3.244420 -2.673028 0.00 -0.06 0.03
C -1.553984 -4.142272 -3.691535 -0.02 0.02 0.00
C -1.777182 -1.207722 -1.296850 0.06 -0.07 0.24
O -0.930571 -1.564927 -0.464356 0.12 0.05 -0.07
O -2.367715 -0.081140 -1.318644 -0.15 0.19 -0.17
H -4.549394 -2.892309 -4.683103 0.00 0.00 0.00
H -4.004546 -1.281214 -2.871396 0.00 0.02 0.01
H -0.367510 -3.329816 -2.089188 0.01 0.01 0.00
H -0.870214 -4.944719 -3.932527 0.01 0.00 0.00
O -1.750959 3.025204 -2.344395 -0.11 -0.26 0.19
C -1.026337 3.117543 -3.546533 0.06 0.16 -0.05
C -0.459877 1.761862 -3.945055 0.02 -0.04 0.02
C 0.732743 1.229752 -3.542399 0.08 -0.05 -0.04
C 0.896522 -0.130044 -3.930743 -0.02 0.02 0.01
C -0.171934 -0.604508 -4.624631 -0.03 -0.02 0.01
S -1.381884 0.585497 -4.803481 -0.10 0.06 -0.01
C -1.871798 3.725846 -4.661753 0.11 -0.03 0.01
C -1.700177 3.645639 -6.010946 -0.07 -0.08 -0.03
C -2.597523 4.477662 -6.738095 0.01 0.00 -0.01
C -3.421914 5.186098 -5.921163 0.01 -0.02 0.03
S -3.108465 4.849997 -4.272090 0.01 0.12 0.06
C 0.112851 4.104449 -3.301563 -0.06 0.09 -0.06
C 1.289216 4.290768 -3.958450 0.02 0.01 0.02
C 2.034012 5.388447 -3.446794 -0.01 -0.03 -0.05
C 1.388414 6.020064 -2.430618 -0.03 0.01 -0.02
S -0.113226 5.284260 -2.075336 0.05 -0.06 0.10
H 1.465889 1.793719 -2.980883 -0.05 0.00 -0.12
H 1.772999 -0.719864 -3.703134 0.01 0.00 0.00
H -0.321836 -1.592841 -5.029895 0.00 0.00 -0.01
H -0.954247 3.013804 -6.471733 0.00 0.01 0.01
H -2.622224 4.539923 -7.816684 -0.01 0.00 0.00
H -4.199766 5.880557 -6.193572 0.00 0.00 -0.03
H 1.630940 3.651888 -4.760141 -0.01 -0.01 -0.01
H 3.011864 5.671256 -3.808244 0.01 0.00 0.01
H 1.730565 6.861813 -1.850781 0.01 0.01 0.00

=====

Record 2
22
Properties=species:S:1:pos:R:3:forces:R:3 method="wB97M-V/def2-TZVPD" total_charge=-1 e_above_lowest_ev=1.246 total_energy_ev=-21807.0897 orbital_gap_ev=6.0 lumo_ev=3.169 e_homo_ev=-2.852
C -0.790552 1.840893 0.297427 -0.21 1.42 -0.16
C 0.399078 0.949520 -0.014098 0.03 0.21 -0.01
C 1.712091 1.641384 0.328850 0.96 -0.60 -0.50
S 3.162465 0.749945 -0.408779 -0.37 -0.14 0.26
N 0.280896 -0.359079 0.638020 -1.36 0.41 -0.30
H -0.672191 2.505245 1.165133 0.29 -0.57 0.36
H -1.775118 1.384620 0.391221 0.10 -0.40 -0.16
H -0.846072 2.605199 -0.489543 -0.18 -0.30 -0.19
H 0.452778 0.788199 -1.089815 -0.25 -0.19 -0.10
H 1.749844 2.644686 -0.098087 -0.29 0.16 0.29
H 1.839864 1.655846 1.416852 -0.15 0.31 0.03
H 1.032465 -0.927096 0.290123 0.74 0.15 0.64
H 0.372321 -0.175507 1.626956 0.53 -0.39 0.28
H -1.501399 -0.853757 -2.439808 -0.61 0.41 0.39
H -2.834578 -0.052516 -2.025588 0.67 -0.46 0.03
O -2.110361 -0.131184 -2.662746 -0.03 0.08 -0.40
H 1.123649 -2.165181 -0.847107 0.09 -0.12 -0.30
H 2.375604 -2.910941 -0.470059 0.15 0.15 -0.09
O 1.571354 -3.007275 -0.989414 -0.20 -0.17 0.13
H -1.983863 -2.795561 1.571486 0.01 -0.01 0.03
H -1.472139 -1.381187 1.697583 0.12 0.08 -0.22
O -2.086136 -2.006254 2.111393 -0.04 -0.02 0.00

=====

Record 3
12
Properties=species:S:1:pos:R:3:forces:R:3 method="wB97M-V/def2-TZVPD" e_above_lowest_ev=1.180 smiles="O=CCCC=O" total_energy_ev=-8339.2808 orbital_gap_ev=10.7 lumo_ev=0.886 e_homo_ev=-9.832
O 0.210683 -0.129263 2.137975 -0.17 -0.23 -0.29
C -0.475183 -0.726869 1.346858 0.23 0.19 0.17
C -0.052131 -1.009844 -0.082355 -0.07 -0.05 -0.02
C 0.477347 0.204594 -0.866521 0.08 0.01 0.02
C 0.033377 1.556719 -0.359216 -0.33 0.02 0.14
O -1.017700 1.754092 0.198896 0.37 -0.10 -0.24
H -1.455326 -1.148856 1.645290 0.09 0.04 0.05
H -0.879852 -1.492987 -0.606440 0.05 0.09 0.06
H 0.753697 -1.751665 -0.006774 -0.15 0.05 -0.04
H 0.103581 0.150978 -1.898584 0.12 0.03 0.08
H 1.566702 0.200657 -0.942428 -0.07 0.01 0.07
H 0.734806 2.392444 -0.566702 -0.15 -0.07 0.01